Version w
ORCA calculation (ωB97M-V/def2-TZVPD) on C6H6O as an isolated structure.

## Properties
HOMO: -8.6 eV
Lowest unoccupied orbital energy: 0.1 eV
HOMO-LUMO gap: 8.69 eV

Structure (ORCA input):
```
! wB97M-V def2-TZVPD RIJCOSX def2/J DEFGRID3
* xyz 0 1
H -0.717 -1.981 1.508
C 0.209 -0.291 0.377
O -3.100 -0.613 0.087
C -0.766 -1.129 0.848
C 1.630 -0.148 0.773
C -1.924 -0.615 0.185
H -1.153 1.738 -2.149
H 1.895 0.904 0.872
C -0.521 0.489 -0.603
H 1.842 -0.676 1.700
H 0.664 1.571 -1.970
H 2.265 -0.553 -0.018
C -0.324 1.305 -1.611
*
```

Results of the Mulliken charge analysis, in e, for atoms 1 through 2:
1. H 0.45
2. C 0.79

---

Version x
ORCA calculation (ωB97M-V/def2-TZVPD) on a 2-piece molecular cluster, C6H6O overall.

## Properties
HOMO: -8.8 eV
Structure (SMILES): C=C=C=O.C#CC
Lowest unoccupied orbital energy: -0.2 eV
HOMO-LUMO gap: 8.55 eV

Structure (ORCA input):
```
! wB97M-V def2-TZVPD RIJCOSX def2/J DEFGRID3
* xyz 0 1
H 1.859 0.887 1.734
H -2.113 -0.731 -1.713
C 1.858 0.453 0.746
O -1.159 0.052 2.084
C -1.532 -1.436 -1.204
C 0.037 1.652 -0.701
H 2.714 0.496 0.130
H -0.552 2.208 -1.424
H -1.148 -2.368 -1.527
C -1.167 -1.251 0.037
C -1.218 -0.414 1.016
H 1.644 -0.596 0.819
C 0.778 1.048 0.002
*
```

Results of the Mulliken charge analysis, in e, for atoms 1 through 2:
1. H 0.31
2. H 0.29

---

Version y
ORCA calculation (ωB97M-V/def2-TZVPD) on one molecule with the formula C6H6O.

## Properties
HOMO: -8.8 eV
Lowest unoccupied orbital energy: 0.7 eV
HOMO-LUMO gap: 9.52 eV

Structure (ORCA input):
```
! wB97M-V def2-TZVPD RIJCOSX def2/J DEFGRID3
* xyz 0 1
H -1.229 1.176 1.456
H -1.034 -1.539 -1.158
C 2.003 1.597 -0.355
C 0.018 -0.077 0.218
H -1.544 1.360 -0.277
C 0.297 -1.124 1.350
H 0.751 -1.479 -1.383
H 2.795 2.270 -0.599
H -2.124 -0.077 0.590
C 1.107 0.842 -0.080
C -0.072 -1.323 -0.684
C -1.302 0.640 0.507
O 0.123 -2.130 0.504
*
```

Results of the Mulliken charge analysis, in e, for atoms 1 through 2:
1. H 0.34
2. H 0.27

---

Structures ranked by computed energy, the most stable listed first: version w, version x, version y.

---

Version w
ORCA calculation (ωB97M-V/def2-TZVPD) on a 2-piece molecular cluster, C6H6O overall.

## Properties
HOMO: -8.8 eV
Structure (SMILES): C=C=C1CO1.C#C
Lowest unoccupied orbital energy: 1.0 eV
HOMO-LUMO gap: 9.89 eV

Structure (ORCA input):
```
! wB97M-V def2-TZVPD RIJCOSX def2/J DEFGRID3
* xyz 0 1
C 0.470 -1.207 0.117
O -0.679 -0.764 -1.921
C 1.497 -1.488 0.836
C 0.077 2.465 1.061
H 1.455 1.611 -0.415
H -2.497 -1.406 -1.115
C 0.732 1.870 0.287
C -0.450 -0.717 -0.607
H 2.067 -0.546 1.092
H -0.471 2.841 1.969
H -2.227 0.442 -1.102
H 1.816 -2.592 0.983
C -1.789 -0.509 -1.184
*
```

Results of the Mulliken charge analysis, in e, for atoms 1 through 2:
1. C 0.00
2. O -0.39

---

Version x
ORCA calculation (ωB97M-V/def2-TZVPD) on one molecule with the formula C6H6O.

## Properties
HOMO: -9.8 eV
Structure (SMILES): C#CC(C#C)CO
Lowest unoccupied orbital energy: 1.0 eV
HOMO-LUMO gap: 10.81 eV

Structure (ORCA input):
```
! wB97M-V def2-TZVPD RIJCOSX def2/J DEFGRID3
* xyz 0 1
H 1.770 1.293 -2.224
H -1.972 0.448 1.208
C 0.331 0.141 -1.025
H -0.431 1.341 1.324
H -0.617 1.727 -1.007
H 2.411 -1.952 2.316
C 0.908 0.958 -1.711
C 1.641 -1.540 1.698
C 0.770 -1.069 1.012
O -1.448 1.428 -0.513
C -1.067 0.738 0.660
H -0.990 -1.298 -0.124
C -0.281 -0.507 0.148
*
```

Results of the Mulliken charge analysis, in e, for atoms 1 through 2:
1. H 0.39
2. H 0.31

---

Structures ranked by computed energy, the most stable listed first: version x, version w.

---

Version w
ORCA calculation (ωB97M-V/def2-TZVPD) on one molecule with the formula C5H3N3.

## Properties
HOMO: -10.3 eV
Structure (SMILES): [H]/N=C1\N=CN=C1C#C
Lowest unoccupied orbital energy: -1.4 eV
HOMO-LUMO gap: 8.92 eV

Structure (ORCA input):
```
! wB97M-V def2-TZVPD RIJCOSX def2/J DEFGRID3
* xyz 0 1
C 1.797 -0.046 -0.128
N -1.882 0.127 0.296
N -0.453 1.988 -0.163
C 3.004 -0.037 0.165
H 4.183 -0.310 0.261
H -1.458 2.229 -0.049
H -2.372 -1.920 -0.129
N -0.188 -1.451 -0.119
C -1.629 -1.101 -0.054
C 0.360 -0.322 -0.069
C -0.647 0.731 0.055
*
```

Results of the Mulliken charge analysis, in e, for atoms 1 through 2:
1. C -0.41
2. N -0.52

---

Version x
ORCA calculation (ωB97M-V/def2-TZVPD) on one molecule with the formula C5H3N3.

## Properties
HOMO: -10.5 eV
Structure (SMILES): [H]/N=C1/N=CC=C1C#N
Lowest unoccupied orbital energy: -1.8 eV
HOMO-LUMO gap: 8.63 eV

Structure (ORCA input):
```
! wB97M-V def2-TZVPD RIJCOSX def2/J DEFGRID3
* xyz 0 1
N 1.458 2.772 -0.295
H -0.055 0.562 -2.516
C -0.115 -0.047 1.284
N -0.375 -0.309 -2.158
C -0.622 -1.414 0.964
C -0.349 -0.417 -0.874
N -0.647 -1.732 -0.283
H -0.724 -2.108 1.789
C 0.089 0.604 0.085
C 0.864 1.722 -0.204
H 0.477 0.368 2.208
*
```

Results of the Mulliken charge analysis, in e, for atoms 1 through 2:
1. N -0.45
2. H 0.28

---

Structures ranked by computed energy, the most stable listed first: version x, version w.

---

Version w
ORCA calculation (ωB97M-V/def2-TZVPD) on one molecule with the formula C5H3N3.

## Properties
HOMO: -9.2 eV
Structure (SMILES): C1=CC2=NC=NC2=N1
Lowest unoccupied orbital energy: -2.4 eV
HOMO-LUMO gap: 6.78 eV

Structure (ORCA input):
```
! wB97M-V def2-TZVPD RIJCOSX def2/J DEFGRID3
* xyz 0 1
N -1.607 -1.323 -0.149
C -2.190 -0.207 -0.069
C 1.896 -0.370 -0.075
H 3.021 -0.523 0.056
C 1.257 0.900 -0.020
N 0.954 -1.360 0.257
H 1.920 1.900 -0.250
N -1.525 1.074 0.225
C -0.226 0.698 -0.170
C -0.229 -0.858 -0.088
H -3.272 0.068 0.283
*
```

Results of the Mulliken charge analysis, in e, for atoms 1 through 2:
1. N -0.45
2. C 0.10

---

Version x
ORCA calculation (ωB97M-V/def2-TZVPD) on C5H3N3 as an isolated structure.

## Properties
HOMO: -10.0 eV
Lowest unoccupied orbital energy: -1.4 eV
HOMO-LUMO gap: 8.57 eV

Structure (ORCA input):
```
! wB97M-V def2-TZVPD RIJCOSX def2/J DEFGRID3
* xyz 0 1
C -1.023 1.149 0.178
H -1.624 2.036 0.679
H -2.934 -0.224 -0.428
H 3.205 -0.268 0.054
C -1.797 -0.317 -0.026
N 1.191 -1.494 0.211
C 2.097 -0.273 0.054
N -1.151 -1.349 -0.113
N 1.669 0.900 -0.230
C 0.148 -0.833 -0.195
C 0.219 0.673 -0.184
*
```

Results of the Mulliken charge analysis, in e, for atoms 1 through 2:
1. C -0.50
2. H 0.31

---

Structures ranked by computed energy, the most stable listed first: version x, version w.

---

Version w
ORCA calculation (ωB97M-V/def2-TZVPD) on one molecule with the formula C5H3N3.

## Properties
HOMO: -10.6 eV
Structure (SMILES): [H]/N=C1\C=CC(C#N)=N1
Lowest unoccupied orbital energy: -1.6 eV
HOMO-LUMO gap: 9.03 eV

Structure (ORCA input):
```
! wB97M-V def2-TZVPD RIJCOSX def2/J DEFGRID3
* xyz 0 1
H 0.209 2.394 -1.894
N -0.969 -2.160 2.961
C -0.078 1.177 -0.511
C 0.676 -0.015 -1.026
H 1.181 -1.841 -0.166
C -0.998 -1.250 2.097
C -0.552 -0.473 0.874
H 1.226 0.049 -1.911
C 0.444 -0.989 -0.137
N -0.290 2.285 -0.966
N -0.848 0.824 0.680
*
```

Results of the Mulliken charge analysis, in e, for atoms 1 through 2:
1. H 0.28
2. N -0.41

---

Version x
ORCA calculation (ωB97M-V/def2-TZVPD) on one molecule with the formula C5H3N3.

## Properties
HOMO: -10.4 eV
Structure (SMILES): C#C/C=N\N=C/C#N
Lowest unoccupied orbital energy: -0.4 eV
HOMO-LUMO gap: 10.06 eV

Structure (ORCA input):
```
! wB97M-V def2-TZVPD RIJCOSX def2/J DEFGRID3
* xyz 0 1
H -1.115 -1.782 -1.756
C -0.797 -1.222 -0.920
C 1.647 2.512 -0.798
N 0.568 -0.666 0.570
H 1.149 0.540 2.062
C 1.244 1.689 0.082
H 1.894 3.045 -1.949
C -1.773 -0.930 0.068
C 0.999 0.441 0.887
N 0.431 -1.121 -0.788
N -2.406 -0.605 1.037
*
```

Results of the Mulliken charge analysis, in e, for atoms 1 through 2:
1. H 0.41
2. C -0.22

---

Structures ranked by computed energy, the most stable listed first: version w, version x.

---

Version w
ORCA calculation (ωB97M-V/def2-TZVPD) on C3H3Br9 as an isolated structure.

## Properties
HOMO: -10.4 eV
Lowest unoccupied orbital energy: -1.1 eV
HOMO-LUMO gap: 9.25 eV

Structure (ORCA input):
```
! wB97M-V def2-TZVPD RIJCOSX def2/J DEFGRID3
* xyz 0 1
Br -1.043 2.804 -4.932
Br -3.455 0.872 -3.578
Br -2.839 3.971 -2.615
C 1.301 -1.274 3.796
Br -0.522 -1.260 4.576
H 1.792 -0.879 0.237
Br -0.053 -2.694 0.490
C -2.150 2.347 -3.398
Br 1.666 0.471 2.825
H 1.299 -2.136 3.128
Br 2.093 -1.892 -1.945
C 1.027 -1.259 -0.441
H -1.486 1.952 -2.630
Br 2.523 -1.447 5.300
Br -0.153 0.423 -0.812
*
```

Results of the Mulliken charge analysis, in e, for atoms 1 through 2:
1. Br -0.01
2. Br -0.01

---

Version x
ORCA calculation (ωB97M-V/def2-TZVPD) on C3H3Br9 as an isolated structure.

## Properties
HOMO: -10.1 eV
Lowest unoccupied orbital energy: -0.7 eV
HOMO-LUMO gap: 9.40 eV

Structure (ORCA input):
```
! wB97M-V def2-TZVPD RIJCOSX def2/J DEFGRID3
* xyz 0 1
C 1.079 -14.212 17.877
Br 1.313 -15.063 21.417
C 0.431 -11.326 20.816
Br 0.767 -12.265 17.405
Br 0.965 -18.269 21.935
C 1.845 -16.609 22.514
Br -0.270 -12.238 22.453
Br 0.034 -9.425 20.659
Br -0.527 -14.955 18.730
Br 1.396 -15.155 16.095
Br 2.377 -11.591 20.811
H 0.074 -11.866 19.939
Br 3.791 -16.826 22.550
H 1.533 -16.458 23.548
H 1.881 -14.317 18.608
*
```

Results of the Mulliken charge analysis, in e, for atoms 1 through 2:
1. C -0.29
2. Br 0.19

---

Structures ranked by computed energy, the most stable listed first: version x, version w.

---

Version w
ORCA calculation (ωB97M-V/def2-TZVPD) on an isolated ion of composition C9H19N3 and charge +2.

## Properties
HOMO: -16.7 eV
Structure (SMILES): C[C@H]1[NH2+][C@@H]1[C@@]1(C)N[C@H]1[C@@]1(C)C[NH2+]1
Lowest unoccupied orbital energy: -5.7 eV
HOMO-LUMO gap: 11.01 eV

Structure (ORCA input):
```
! wB97M-V def2-TZVPD RIJCOSX def2/J DEFGRID3
* xyz 2 1
H 4.049 0.498 -0.460
H -1.524 -3.054 0.571
H -1.982 0.372 1.573
C 1.649 1.360 -1.118
N 0.543 -1.859 -1.124
H -0.034 -2.746 1.213
H 1.716 1.162 -2.146
C 1.980 0.332 -0.207
H 3.384 1.596 1.115
N 3.388 -0.160 0.014
C 2.775 0.676 1.080
H -3.008 -1.271 0.220
H -2.305 2.745 0.821
H 0.383 -1.565 -2.132
H -3.835 1.745 0.411
H -1.327 -1.570 1.599
N -2.789 -0.421 -0.267
H 2.372 2.146 -1.030
C -0.384 -1.266 -0.247
C -2.126 0.581 0.526
H -1.408 0.459 -1.406
C 1.091 -0.825 0.033
H 0.748 1.709 -0.852
C -2.742 1.935 0.266
H 2.521 0.122 1.977
C -0.904 -2.215 0.858
C -1.370 -0.127 -0.555
H 1.573 -1.456 0.732
H -2.664 2.297 -0.747
H 3.685 -1.064 0.262
H -3.453 -0.137 -0.981
*
```

Results of the Mulliken charge analysis, in e, for atoms 1 through 2:
1. H 0.40
2. H 0.33

---

Version x
ORCA calculation (ωB97M-V/def2-TZVPD) on a 2-piece molecular cluster, C9H19N3 overall.

## Properties
HOMO: -17.9 eV
Lowest unoccupied orbital energy: -8.1 eV
HOMO-LUMO gap: 9.78 eV

Structure (ORCA input):
```
! wB97M-V def2-TZVPD RIJCOSX def2/J DEFGRID3
* xyz 2 1
H -0.368 0.242 -1.247
H 1.331 -2.440 -1.346
H -3.085 1.065 -1.769
N -2.683 0.316 0.115
H 1.756 1.643 1.680
H -0.480 2.052 -0.295
C -1.970 -0.077 0.969
H -5.202 -0.179 -1.939
H 1.132 -2.562 0.326
C -4.568 -0.229 -1.143
C 0.441 0.431 -0.487
H -1.917 -0.303 2.885
H 2.108 -0.435 -2.465
C -3.463 0.467 -0.974
C 2.522 -0.250 -1.552
H 3.077 -1.348 0.655
N 0.289 1.511 0.132
C 0.962 2.204 1.124
H 2.715 0.806 -1.554
H 1.972 -0.442 1.811
H -0.388 -1.871 -0.450
H 3.341 -0.964 -1.358
H -0.775 -1.343 1.995
H -4.802 -1.089 -0.408
C 2.473 -0.461 0.790
H 1.435 3.180 0.801
H 0.244 2.588 1.881
C 0.731 -1.963 -0.519
C 1.504 -0.526 -0.423
N -1.395 -0.492 2.000
H 3.062 0.468 0.763
*
```

Results of the Mulliken charge analysis, in e, for atoms 1 through 2:
1. H 0.56
2. H 0.44

---

Structures ranked by computed energy, the most stable listed first: version x, version w.